ORCA calculation (the ωB97M-V functional and the def2-TZVPD basis) on an isolated molecule of C17H16N4OS.

Properties
E (hartree): -1349.8827
SMILES: O=C(CSc1ncccc1-c1nc2ccccc2[nH]1)NC1CC1
Energy relative to the best compared isomer or geometry (same formula, charge and spin) (eV): 0.584
Gap between HOMO and LUMO (eV): 8.66
Strongest force on any atom (eV Å⁻¹): 0.85

ORCA input file:
```
! RIJCOSX wB97M-V def2-TZVPD def2/J DEFGRID3
* xyz 0 1
O 0.1455 -1.3852 -2.5840
C 0.8171 -0.4390 -2.2257
N 0.2589 0.7688 -1.9867
C 0.9111 2.0216 -1.7827
C 0.2664 3.0041 -0.8530
C 1.5530 2.3470 -0.4638
H 2.4609 2.9300 -0.4743
H 1.5246 1.5961 0.3072
H 0.2742 4.0480 -1.1248
H -0.6307 2.6901 -0.3408
H 1.3852 2.4173 -2.6788
H -0.7437 0.7923 -2.1291
C 2.2960 -0.5849 -1.9382
H 2.8610 0.3331 -2.0729
H 2.7119 -1.4032 -2.5249
S 2.4687 -1.0345 -0.1729
C 1.3441 -2.4344 -0.1997
N 1.8480 -3.5086 -0.7613
C 1.0684 -4.5558 -0.9501
C -0.2723 -4.5633 -0.5921
C -0.7959 -3.4379 0.0136
C 0.0243 -2.3322 0.2486
C -0.5455 -1.1362 0.8388
N -1.7910 -0.7739 0.6733
C -1.9284 0.4125 1.3368
C -3.0305 1.2531 1.4656
C -2.8683 2.4117 2.1941
C -1.6478 2.7433 2.7896
C -0.5416 1.9259 2.6773
C -0.6956 0.7606 1.9436
N 0.1630 -0.2504 1.6099
H 1.1341 -0.3363 1.8629
H 0.4020 2.1834 3.1343
H -1.5709 3.6634 3.3495
H -3.7035 3.0863 2.3118
H -3.9710 0.9957 1.0058
H -1.8335 -3.3748 0.3025
H -0.8891 -5.4252 -0.7907
H 1.5409 -5.4084 -1.4186
*
```